# 1
# C7H14N2

The molecule C7H14N2 at a distorted geometry (wB97M-V/def2-TZVPD, the Open Molecules 2025 dataset).

Structure (XYZ):
```
23
Properties=species:S:1:pos:R:3:mulliken_charge:R:1
N -2.021 -0.031 0.078 0.111
N -1.111 0.986 -0.290 -0.500
C -0.035 -1.263 0.372 -0.622
C 2.915 -0.252 0.086 -1.243
C 1.853 0.214 -0.942 -0.089
C -2.513 -0.753 -1.094 -0.926
C 0.638 -0.391 -0.278 0.216
C -1.467 -0.966 0.943 -0.551
C -0.874 2.123 0.611 -0.671
H -1.332 -0.502 1.939 0.247
H -1.901 -1.514 -1.524 0.360
H 0.095 2.578 0.158 0.181
H -2.111 -1.893 0.950 0.400
H 2.085 0.114 -2.043 0.317
H 3.175 -1.272 0.001 0.329
H -2.768 0.021 -1.910 0.268
H 2.820 -0.052 1.224 0.291
H -0.666 1.865 1.704 0.216
H 3.762 0.339 -0.124 0.449
H -1.750 2.798 0.739 0.304
H 1.752 1.367 -0.776 0.110
H -3.407 -1.267 -0.738 0.364
H 0.312 -2.244 0.622 0.439
```

energy relative to the best compared isomer or geometry (same formula, charge and spin): 135.88 kcal per mole
LUMO (spin up / spin down): 0.03574 / 0.03574 Eh
HOMO-LUMO gap (spin up / spin down): 8.57 / 8.57 eV
F_max: 4.70 eV/Å
total energy: -10460.474 eV

***

# 2
# C7H14N2

The molecule C7H14N2 at a distorted geometry (wB97M-V/def2-TZVPD, the Open Molecules 2025 dataset).

Structure (XYZ):
```
23
Properties=species:S:1:pos:R:3:mulliken_charge:R:1
N 0.650 -1.037 -0.770 -0.510
N -2.293 -0.045 -1.097 -0.490
C -0.615 0.784 0.424 0.532
C 2.893 -0.266 -0.042 -1.297
C 0.671 0.374 1.120 -1.193
C -1.286 -0.327 -0.144 0.702
C -1.698 -1.476 0.756 -1.456
C 1.408 -0.400 0.072 0.869
C -0.579 2.094 -0.320 -1.759
H -2.021 0.652 -1.776 0.216
H -0.818 -2.029 1.077 0.315
H 3.134 0.712 -0.468 0.290
H -2.230 -1.128 1.640 0.247
H -2.325 -2.198 0.231 0.444
H 3.364 -0.305 0.940 0.345
H 3.320 -1.041 -0.679 0.374
H 0.464 -0.282 1.973 0.312
H 1.084 -1.802 -1.287 0.205
H -0.416 1.994 -1.405 0.397
H 1.255 1.239 1.440 0.423
H -2.682 -0.871 -1.530 0.297
H 0.239 2.723 0.029 0.404
H -1.518 2.635 -0.186 0.333
```

structure (SMILES): [H]/N=C(\C)C/C(C)=C(\C)N
energy relative to the best compared isomer or geometry (same formula, charge and spin): 51.93 kcal per mole
LUMO: 0.03463 Eh
HOMO-LUMO gap: 7.36 eV
F_max: 5.00 eV/Å
total energy: -10464.115 eV

***

# 3
# C7H14N2O

A structure of composition C7H14N2O at a distorted geometry (wB97M-V/def2-TZVPD, the Open Molecules 2025 dataset).

Structure (XYZ):
```
24
Properties=species:S:1:pos:R:3:mulliken_charge:R:1
O -1.808 1.611 1.459 -0.595
N -0.438 -0.626 -1.009 -0.373
N -2.685 0.884 -0.295 -0.808
C 0.764 -0.755 -1.822 -0.805
C 2.608 -0.161 -0.136 -0.613
C 1.973 -0.126 1.261 -0.710
C -1.748 0.634 0.581 0.040
C -0.337 0.262 0.138 0.359
C 2.045 -1.202 -1.107 -0.548
C 0.448 -0.307 1.337 -0.649
H 2.517 0.832 -0.607 0.305
H 2.433 -0.907 1.885 0.323
H 3.689 -0.325 -0.010 0.350
H 1.866 -2.160 -0.591 0.275
H 0.087 0.166 2.259 0.389
H 0.205 -1.380 1.390 0.292
H 2.244 0.831 1.731 0.299
H -0.720 -1.549 -0.687 0.295
H -2.494 0.386 -1.162 0.287
H 0.532 -1.466 -2.628 0.366
H 2.796 -1.407 -1.886 0.364
H -2.748 2.068 0.807 0.454
H 0.951 0.217 -2.308 0.341
H 0.142 1.197 -0.198 0.360
```

energy relative to the best compared isomer or geometry (same formula, charge and spin): 49.68 kcal per mole
LUMO: 0.02263 Eh
HOMO-LUMO gap: 9.77 eV
F_max: 5.60 eV/Å
total energy: -12511.786 eV

***

# 4
# C7H14N2O5

The molecule C7H14N2O5 at a distorted geometry (wB97M-V/def2-TZVPD, the Open Molecules 2025 dataset).

Structure (XYZ):
```
28
Properties=species:S:1:pos:R:3:mulliken_charge:R:1
O -1.451 2.509 0.229 -0.506
O 1.133 1.591 -0.764 -0.725
O -3.386 1.623 0.827 -0.571
O -1.821 -2.129 -0.800 -0.549
O 0.608 -1.420 2.405 -0.671
N 0.831 -1.078 -1.032 -0.629
N -0.997 -0.404 1.212 0.062
C 3.238 1.005 0.076 -1.562
C 1.251 -0.688 0.269 0.480
C -2.282 1.503 0.383 0.309
C -2.570 -0.917 -0.638 -0.758
C 1.732 0.820 0.230 0.283
C -1.592 0.114 -0.027 0.205
C 0.248 -0.918 1.351 -0.110
H 1.420 1.380 1.218 0.271
H 0.925 0.881 -1.360 0.380
H 1.581 -1.417 -1.625 0.218
H -1.670 -0.450 1.948 0.272
H -0.570 2.249 -0.113 0.529
H 3.613 0.549 -0.881 0.331
H -3.449 -1.021 0.074 0.392
H 2.122 -1.309 0.456 0.610
H 3.618 2.047 0.104 0.348
H -0.839 0.313 -0.790 0.247
H -0.011 -1.653 -1.111 0.110
H -2.468 -2.898 -0.785 0.331
H -2.966 -0.670 -1.649 0.282
H 3.753 0.387 0.794 0.425
```

structure (SMILES): C[C@@H](O)[C@H](N)C(=O)N[C@@H](CO)C(=O)O
energy relative to the best compared isomer or geometry (same formula, charge and spin): 26.22 kcal per mole
LUMO: 0.01218 Eh
HOMO-LUMO gap: 10.07 eV
F_max: 4.03 eV/Å
total energy: -20703.601 eV

***

# 5
# C7H14N2S

The molecule C7H14N2S at a distorted geometry (wB97M-V/def2-TZVPD, the Open Molecules 2025 dataset).

Structure (XYZ):
```
24
Properties=species:S:1:pos:R:3:mulliken_charge:R:1
S -2.094 -2.083 -0.008 -0.206
N 0.880 -0.220 0.309 -0.213
N -0.127 -0.047 -0.541 -0.291
C -2.030 0.436 1.336 -0.616
C -2.659 0.683 -0.012 0.128
C 2.793 -0.851 -1.346 -1.355
C -1.540 -0.369 0.204 0.208
C 2.098 -0.539 0.040 0.732
C -2.491 1.976 -0.664 -1.542
C 2.914 -0.454 1.201 -1.000
H 2.595 -1.893 -1.539 0.310
H -1.566 2.392 -0.666 0.453
H -1.003 -2.309 0.723 0.126
H -2.601 -0.077 2.190 0.219
H 3.620 0.327 0.792 0.215
H 3.678 -1.398 1.318 0.218
H -2.849 1.884 -1.723 0.317
H 2.458 -0.088 2.135 0.323
H 2.373 -0.274 -2.136 0.377
H -1.316 1.193 1.710 0.236
H -3.140 2.710 -0.183 0.346
H 3.838 -0.720 -1.334 0.414
H -3.572 0.208 -0.416 0.328
H -0.257 -0.488 -1.388 0.275
```

structure (SMILES): CC(C)=NN[C@@]1(S)C[C@H]1C
energy relative to the best compared isomer or geometry (same formula, charge and spin): 98.80 kcal per mole
LUMO: 0.03079 Eh
HOMO-LUMO gap: 8.88 eV
F_max: 5.78 eV/Å
total energy: -21297.638 eV